[1]
Here is a cluster of 2 separate species, C2H2F3N2 in total from OMol25. Energies are from wB97M-V/def2-TZVPD.

LUMO energy (alpha / beta) = -6.5 / -6.5 eV
Electronic energy = -486.0807 Ha
Net charge = +1
Kohn-Sham gap (alpha / beta) = 7.869 / 7.871 eV

Geometry as XYZ:
```
9
Properties=species:S:1:pos:R:3:forces:R:3:mulliken_charge:R:1
C 0.10135 0.79164 -0.07279 1.61 0.03 2.26 -0.14
C 0.68457 0.76129 1.18676 -2.47 1.06 -0.12 0.51
N -0.73529 -1.66698 -1.21411 1.45 0.90 0.93 0.27
N 0.12835 -1.25919 -0.66259 0.87 -2.39 -0.10 0.06
F 1.90256 0.59144 1.53530 0.81 -0.21 -1.24 -0.16
F -1.18718 0.81902 -0.34583 -1.31 0.73 0.78 -0.23
F -0.00901 0.97606 2.27554 -0.54 -0.31 -0.58 -0.15
H 0.66014 0.80256 -0.95073 1.38 0.43 -1.01 0.48
H -1.54549 -1.81586 -1.75154 -1.81 -0.23 -0.92 0.35
```
Positions in Å, forces in eV/Å.

=====

[2]
Here is a cluster of 2 separate species, C8H8OS3 in total from OMol25. Energies are from wB97M-V/def2-TZVPD.

LUMO energy = -0.2 eV
Electronic energy = -1579.3059 Ha
Kohn-Sham gap = 7.822 eV

Geometry as XYZ:
```
20
Properties=species:S:1:pos:R:3:forces:R:3:mulliken_charge:R:1
C -4.52643 -1.71911 -0.55065 -0.11 -0.29 -0.66 0.74
C -4.12010 1.35402 -0.23490 -0.04 -0.81 -0.12 0.44
C -1.36358 -0.62132 0.57915 1.97 -0.70 -1.03 -0.47
C -0.23199 0.02194 0.24728 0.82 1.06 0.54 0.82
C -1.83410 -1.82895 -0.13488 -1.86 -0.74 -0.64 -0.39
C -3.32521 -1.97223 -0.18349 0.83 -0.55 0.75 -0.07
C 0.21752 1.25714 1.00874 0.60 -0.33 -1.94 -1.36
C 0.73436 -0.09343 -0.90446 -4.53 -2.17 -1.85 -1.56
O -5.61475 -1.62063 -0.95094 -0.28 0.31 0.19 -0.42
S -5.15043 1.50374 0.91713 0.27 0.36 -0.21 -0.22
S -3.12596 0.91930 -1.35236 -0.41 1.00 0.00 -0.22
S -2.59834 -3.12585 0.93440 0.05 -0.06 0.10 -0.17
H -1.97200 -0.37661 1.44745 0.19 0.20 -0.13 0.37
H -1.44326 -2.36627 -1.03132 0.57 1.18 0.88 0.34
H -0.56423 1.95309 0.78490 -0.26 1.05 0.38 0.30
H 0.25265 0.96829 2.00959 0.27 0.32 1.93 0.40
H 1.20824 1.63203 0.57432 -1.46 -0.43 1.18 0.33
H 1.04184 0.84596 -1.22877 0.88 1.45 -0.32 0.51
H 1.47418 -0.80942 -0.81825 1.93 -1.12 0.67 0.35
H 0.12733 -0.50150 -1.76162 0.57 0.26 0.31 0.29
```
Positions in Å, forces in eV/Å.

=====

[3]
Here is a cluster of 3 separate species, C6H14N2 in total from OMol25. Energies are from wB97M-V/def2-TZVPD.

LUMO energy = 0.7 eV
Electronic energy = -346.4086 Ha
Kohn-Sham gap = 10.287 eV
SMILES = [H]/N=C\N=C.C=C.CC

Geometry as XYZ:
```
22
Properties=species:S:1:pos:R:3:forces:R:3:mulliken_charge:R:1
C 1.44464 0.74275 -0.97068 0.85 2.44 0.34 -0.08
N 1.05585 1.77576 -0.30440 0.43 -0.61 -1.21 -0.61
C 2.71873 -0.87693 0.19320 -0.31 -0.23 0.30 -0.21
N 2.56751 -0.00604 -0.69424 0.55 -0.12 -0.28 -0.43
H -0.38515 1.49327 0.93651 -1.74 -1.16 1.51 0.27
H 1.62359 1.96768 0.51804 -0.03 -0.48 0.26 0.28
H 1.18274 0.71649 -2.02799 -0.70 -0.57 0.17 0.39
H -0.07345 -0.67443 -0.80144 -2.20 -1.00 0.51 -0.32
H 1.91835 -1.22383 0.85296 -0.09 0.08 -0.04 0.19
H 3.69683 -1.32641 0.31896 0.11 -0.05 0.01 0.29
C -1.16860 -1.07291 -0.88176 1.75 0.40 -0.58 -0.14
C -1.94453 -0.07066 -1.71837 0.26 0.20 0.10 -1.01
C -0.99568 0.81864 1.66339 1.33 1.27 -1.19 -0.56
C -0.34377 0.10564 2.56182 0.00 -0.03 0.24 -0.49
H -1.07669 -2.02835 -1.39543 -0.10 -0.13 -0.11 0.40
H -1.66143 -1.26143 0.06714 0.42 0.15 0.22 0.26
H -2.06740 0.74909 1.55237 -0.10 0.00 -0.11 0.32
H -1.93089 0.91211 -1.23040 -0.13 -0.16 -0.15 0.27
H -1.47578 0.04262 -2.69889 -0.14 0.04 0.00 0.30
H -2.97253 -0.39301 -1.85682 -0.15 0.07 -0.08 0.35
H 0.72129 0.21817 2.71120 0.16 -0.06 -0.11 0.26
H -0.83365 -0.60820 3.20481 -0.15 -0.04 0.20 0.25
```
Positions in Å, forces in eV/Å.

=====

[4]
Here is the molecule C3H8N2P2 from OMol25. Energies are from wB97M-V/def2-TZVPD.

LUMO energy (alpha / beta) = -0.3 / -0.3 eV
Electronic energy = -911.1990 Ha
Kohn-Sham gap (alpha / beta) = 7.421 / 7.420 eV
SMILES = CC(C)=N[PH]#P=N

Geometry as XYZ:
```
15
Properties=species:S:1:pos:R:3:forces:R:3:mulliken_charge:R:1
C 0.74224 -0.14380 0.97185 -1.14 1.73 1.00 -1.28
C -1.74816 0.45374 1.47173 1.45 -0.70 1.10 -1.13
C -0.67110 0.00607 0.51043 -3.31 -3.92 -5.86 0.81
N 2.22018 0.59830 -1.84448 -0.47 -0.36 0.25 -0.43
N -1.13898 -0.56825 -0.82021 0.20 3.85 7.40 -0.46
P 0.04522 -1.38394 -1.57791 2.61 -0.76 -1.71 -0.09
P 0.86177 0.46403 -2.63583 1.21 0.06 0.90 0.19
H 0.70887 -0.34454 2.07655 0.53 0.68 -0.94 0.30
H 1.18049 -0.94121 0.46890 0.74 -1.90 -0.77 0.54
H 1.38839 0.67682 0.57146 -0.53 -0.18 0.98 0.31
H -1.21348 1.26592 1.97567 -1.04 0.50 0.22 0.30
H -2.76714 0.57469 1.17553 -0.20 1.01 -1.25 0.37
H -2.00839 -0.26489 2.29781 1.26 -0.06 -0.57 0.29
H 2.89148 1.36150 -1.81811 -0.46 0.17 -0.69 0.23
H -0.49140 -1.75445 -2.82339 -0.85 -0.11 -0.07 0.05
```
Positions in Å, forces in eV/Å.

=====

[5]
Here is a cluster of 6 separate species, H14NO5 in total from OMol25. Energies are from wB97M-V/def2-TZVPD.

LUMO energy = -2.8 eV
Electronic energy = -439.1057 Ha
Net charge = +1
Kohn-Sham gap = 11.849 eV

Geometry as XYZ:
```
20
Properties=species:S:1:pos:R:3:forces:R:3:mulliken_charge:R:1
N 0.25871 0.54751 -0.11011 1.56 -0.06 -3.06 -0.40
H -0.25266 0.83761 0.64764 -2.06 -0.55 2.74 0.31
H 0.89757 -0.30894 -0.02611 -0.68 0.52 0.72 0.34
H 0.82115 1.40655 -0.11568 0.51 0.01 -1.07 0.41
H -0.39864 0.42183 -0.93729 0.63 0.22 0.91 0.42
H -4.63274 -1.39462 -2.57836 0.21 -2.13 0.59 0.30
H -5.45003 -0.48113 -3.29560 -3.55 0.54 -2.53 0.28
O -4.71132 -0.49598 -2.78770 3.39 1.41 2.03 -0.58
H 2.54437 -1.85917 -0.15367 -1.72 0.68 1.55 0.37
H 2.25195 -1.30916 1.26459 1.16 0.24 2.46 0.33
O 1.81663 -1.52173 0.47758 0.77 -1.32 -3.89 -0.71
H 3.05764 -1.63891 4.21025 0.04 -0.73 2.15 0.31
H 3.58304 -0.74060 3.17295 0.72 0.72 -0.13 0.31
O 2.95596 -1.43356 3.31407 -0.69 0.17 -2.17 -0.64
H -1.47519 -1.22529 -2.24081 0.86 1.34 0.50 0.34
H -2.62468 -0.55157 -1.69225 2.09 1.62 0.25 0.32
O -1.61056 -0.36581 -1.74812 -3.26 -2.94 -1.17 -0.70
H 0.30120 3.25751 1.26703 0.75 0.03 -0.48 0.31
H 1.61160 3.82918 0.64806 -0.38 -0.56 -0.01 0.33
O 1.05597 3.02629 0.68354 -0.34 0.79 0.61 -0.65
```
Positions in Å, forces in eV/Å.

=====

[6]
Here is the molecule C7H12 from OMol25. Energies are from wB97M-V/def2-TZVPD.

LUMO energy (alpha / beta) = 0.6 / 1.0 eV
Electronic energy = -273.7470 Ha
Kohn-Sham gap (alpha / beta) = 7.858 / 8.635 eV

Geometry as XYZ:
```
19
Properties=species:S:1:pos:R:3:forces:R:3:mulliken_charge:R:1
C 2.52043 0.19644 -0.91906 0.03 0.03 0.08 -0.99
C 1.22901 0.90445 -1.17088 1.43 0.53 -1.41 -0.65
C -0.83298 -0.97755 -0.92797 0.13 0.38 0.72 -0.90
C -0.55299 -0.11536 0.06126 -0.05 0.50 0.78 0.36
C -2.42080 -0.75368 1.45377 -1.71 -0.48 0.77 -0.95
C -1.07640 -0.26826 1.57778 1.74 0.55 -1.82 -0.29
C 0.30370 1.19698 -0.11596 -1.45 -1.36 0.97 -0.48
H 2.76676 -0.54562 -1.69268 -0.14 0.18 0.18 0.29
H 2.48960 -0.31313 0.05142 0.04 -0.01 -0.14 0.28
H 3.37475 0.89582 -0.87825 -0.19 -0.11 -0.03 0.31
H 0.97411 1.16868 -2.19708 0.07 -0.05 0.25 0.53
H -0.44773 -0.85286 -1.93949 -0.09 0.04 0.30 0.31
H -1.45560 -1.84692 -0.73089 0.10 0.13 -0.07 0.31
H -2.69298 -1.80429 1.53995 0.24 0.26 -0.03 0.38
H -3.23858 -0.07231 1.22071 0.31 -0.13 0.01 0.31
H -0.35322 -0.92654 2.08734 -0.44 0.08 -0.08 0.23
H -0.93790 0.75067 1.99892 -0.47 -0.58 -0.04 0.31
H 0.75291 1.34285 0.88078 0.18 0.19 -0.41 0.34
H -0.40210 2.02063 -0.29967 0.28 -0.13 -0.04 0.31
```
Positions in Å, forces in eV/Å.

=====

[7]
Here is a structure of composition C25H16ClN5O4SSn from OMol25. Energies are from wB97M-V/def2-TZVPD.

LUMO energy (alpha / beta) = -6.8 / -8.9 eV
Electronic energy = -2609.1487 Ha
Net charge = +2
Kohn-Sham gap (alpha / beta) = 7.441 / 5.141 eV

Geometry as XYZ:
```
53
Properties=species:S:1:pos:R:3:forces:R:3:mulliken_charge:R:1
Sn 2.23700 -0.35123 -1.56195 -0.51 0.53 -0.15 1.12
Cl 6.61958 -4.08439 3.43081 0.03 -0.02 0.09 -0.07
C 5.90458 -3.32630 2.11281 -0.02 0.00 -0.11 0.25
C 6.34734 -3.63210 0.80064 -0.03 0.02 0.15 -0.51
C 5.74497 -3.03731 -0.25679 -0.02 0.00 -0.05 -0.65
C 4.65418 -2.10525 -0.06907 0.11 -0.11 0.05 0.65
O 4.08736 -1.60899 -1.06558 0.11 -0.04 -0.07 -0.64
C 4.25851 -1.75900 1.28229 -0.07 0.08 -0.10 0.01
C 3.30443 -0.70340 1.58883 0.11 -0.11 0.04 -0.02
N 2.50740 -0.09745 0.78758 -0.18 -0.10 -0.34 0.13
C 1.73482 0.98519 1.30823 -0.04 -0.01 0.09 -0.84
C 1.24417 1.04878 2.58546 -0.02 -0.11 0.06 0.19
C 0.55232 2.19181 3.03369 0.04 0.03 0.04 -1.19
C 0.38123 3.26618 2.20780 0.01 0.03 -0.01 -0.82
C 0.83873 3.21035 0.86948 -0.05 0.04 0.04 1.12
C 0.68098 4.27352 -0.05062 -0.02 0.03 0.02 -0.61
C 1.12834 4.13692 -1.33390 -0.03 0.04 -0.02 -0.73
C 1.69936 2.91596 -1.72166 0.07 -0.11 0.00 -0.21
N 1.87436 1.91100 -0.88587 0.02 -0.12 -0.05 -0.20
C 1.48000 2.04701 0.41188 0.04 0.09 -0.12 0.68
C 4.87999 -2.37738 2.33118 0.06 -0.11 0.21 -0.73
H 7.15818 -4.33510 0.66297 -0.02 0.00 0.04 0.46
H 6.05497 -3.24781 -1.27262 -0.07 0.04 0.01 0.49
H 3.32824 -0.37030 2.62585 0.03 -0.02 0.04 0.59
H 1.36597 0.21098 3.26351 0.00 0.05 -0.02 0.54
H 0.17779 2.21704 4.04855 0.02 0.00 -0.03 0.46
H -0.10387 4.16784 2.56262 -0.02 -0.06 -0.03 0.46
H 0.20138 5.18948 0.27424 0.03 -0.02 0.00 0.48
H 1.03201 4.93583 -2.05516 0.00 -0.03 0.00 0.42
H 2.02007 2.75745 -2.74571 -0.02 0.01 0.00 0.45
H 4.58403 -2.15249 3.34949 0.11 0.00 0.01 0.48
O -5.38300 -0.02235 -4.30011 0.20 0.23 -0.03 -0.42
S -6.57963 -0.80985 -4.34472 -0.19 -0.27 0.50 0.82
O -7.75473 -0.37502 -5.02760 -0.16 -0.05 -0.12 -0.37
O -7.13150 -1.09924 -2.77832 0.05 0.16 -0.58 -0.34
C -6.38780 -0.85300 -1.67483 0.52 0.06 0.59 0.63
N -7.10649 -0.58543 -0.59706 -0.23 0.04 -0.10 -0.48
C -6.43086 -0.30556 0.50455 -0.02 0.01 0.06 -0.28
C -5.03945 -0.28282 0.55016 -0.05 0.01 -0.04 -0.79
C -4.39948 -0.61391 -0.62908 0.03 -0.03 0.14 0.33
N -5.07153 -0.91708 -1.73310 -0.09 -0.14 -0.42 -0.46
C -2.91790 -0.63148 -0.76839 -0.07 -0.03 0.07 1.37
C -2.07198 -0.85285 0.31567 0.00 0.01 -0.01 -1.00
C -0.70812 -0.82265 0.11722 -0.03 -0.02 -0.14 -0.36
N -0.15943 -0.59319 -1.08600 0.27 -0.04 0.41 -0.06
C -0.97586 -0.41470 -2.13389 0.21 0.02 -0.04 -0.37
C -2.34805 -0.42469 -2.02039 -0.07 0.01 -0.03 -0.82
H -7.02859 -0.07827 1.38012 0.05 -0.01 0.01 0.44
H -4.50923 0.00029 1.44807 -0.04 -0.03 -0.01 0.41
H -2.46614 -1.06919 1.29944 0.02 0.02 -0.01 0.44
H -0.02533 -0.99019 0.93943 -0.03 -0.04 -0.01 0.55
H -0.49992 -0.26169 -3.09694 -0.01 0.02 -0.01 0.44
H -2.98340 -0.27393 -2.88316 0.01 -0.01 -0.02 0.56
```
Positions in Å, forces in eV/Å.

=====

[8]
Here is a structure of composition C4H8Cl2N from OMol25. Energies are from wB97M-V/def2-TZVPD.

LUMO energy (alpha / beta) = -3.6 / -5.5 eV
Electronic energy = -1131.9235 Ha
Net charge = +1
2S+1 = 3
Kohn-Sham gap (alpha / beta) = 8.760 / 9.316 eV
Expectation value of S² = 2.01

Geometry as XYZ:
```
15
Properties=species:S:1:pos:R:3:forces:R:3:mulliken_spin:R:1
C -0.91682 -0.14263 -1.20446 -3.65 -0.45 -1.70 -0.01
C 0.18817 0.04930 -0.22012 -1.72 -1.08 -1.35 0.73
C -2.53221 -0.09539 -0.67025 2.89 0.04 0.76 0.86
C 0.75383 -1.06684 0.53553 0.37 0.37 1.86 0.01
N 0.27393 1.36157 0.37544 -1.42 1.34 -1.79 -0.01
Cl -2.84220 1.29539 0.27151 -0.32 1.48 -0.06 0.08
Cl -3.19235 -1.41152 0.18975 0.21 -0.83 -0.73 0.12
H -0.89227 0.66705 -1.95253 -0.11 0.14 0.35 0.04
H -1.10451 -1.03632 -1.92208 1.67 0.81 1.70 0.02
H 1.73794 -1.33445 0.16571 0.05 -0.63 -0.53 0.06
H -0.01538 -1.86493 0.46095 1.04 0.05 0.49 0.01
H 1.05403 -0.77417 1.62269 -1.06 -0.61 -1.44 0.03
H 0.26331 2.19778 -0.30065 1.71 -1.31 0.81 0.02
H 0.90314 1.19002 1.12190 1.66 1.33 0.75 0.00
H -0.58457 1.67386 0.80589 -1.30 -0.64 0.87 0.04
```
Positions in Å, forces in eV/Å.

=====

[9]
Here is the molecule C4H7N3 from OMol25. Energies are from wB97M-V/def2-TZVPD.

LUMO energy = 0.8 eV
Electronic energy = -320.6235 Ha
Kohn-Sham gap = 9.618 eV
SMILES = C1=NN[C@@H]2C[C@H]2N1

Geometry as XYZ:
```
14
Properties=species:S:1:pos:R:3:forces:R:3:mulliken_charge:R:1
C -1.76026 0.09617 0.08246 -1.99 -0.48 0.59 -0.81
C -0.31504 0.49800 -0.35083 -2.04 6.28 2.40 0.15
C 1.74191 0.35420 0.15174 0.72 0.07 -0.40 -0.03
C -0.42158 -0.62007 0.39361 -5.28 -1.99 6.90 -0.08
H -2.19793 0.47101 1.06407 1.01 -0.14 -1.43 0.25
H -2.71888 -0.28437 -0.47530 2.55 0.86 -0.04 0.23
H -0.11944 0.22417 -1.28851 0.50 -0.61 -3.92 0.28
H 0.65380 2.35805 -0.53750 1.63 -3.04 2.26 0.32
H 2.82296 0.49764 0.18808 -0.32 1.17 0.28 0.41
H 0.15966 -1.91203 -1.12845 0.89 0.84 3.38 0.37
H -0.53838 -0.54037 1.64193 1.56 -0.18 -3.45 0.20
N 0.72900 1.46382 0.17609 -1.51 -0.66 -2.71 -0.54
N 1.62409 -0.94168 0.11115 0.69 -0.28 -1.18 -0.43
N 0.34007 -1.66454 -0.02854 1.58 -1.86 -2.67 -0.32
```
Positions in Å, forces in eV/Å.

=====

What did we get for ΔE to the lowest compared entry with this formula, charge and spin? Answer: 49.55 88.97 74.41 54.74 40.29 101.39 14.42 32.79 163.03 kcal per mole, in the order shown.